1.
2 unconnected molecules or ions with the total composition C11H26Br2N2O2P in a non-equilibrium geometry, computed with ωB97M-V with the def2-TZVPD basis set.

Summary:
F_max = 2.0 eV/Å
Kohn-Sham gap = 0.231 Ha
HOMO energy = -3.653 eV
Electronic energy = -6184.0222 Eh

The geometry in ORCA input format:
```
! wB97M-V def2-TZVPD RIJCOSX def2/J DEFGRID3
* xyz -1 1
Br 3.10 2.19 -1.87
Br 3.29 5.27 0.16
P 0.16 -0.62 -0.31
O -1.67 -3.08 0.45
O -3.34 -4.07 -0.67
N -1.55 2.17 -1.96
N 2.41 -0.94 3.24
C 0.49 -2.50 -0.59
C -0.14 1.33 -0.21
C -1.44 1.60 -0.83
C -0.78 -3.38 -0.64
C 3.62 5.00 -1.74
C -2.71 1.20 -0.08
C 1.28 -0.89 2.29
C -3.84 -3.11 1.41
C -2.91 -3.47 0.27
C 1.70 -0.47 0.88
C 2.65 4.02 -2.34
H -0.45 -4.41 -0.52
H -1.01 -0.73 -1.20
H 0.77 -1.86 2.25
H -2.54 2.24 -2.19
H -2.48 0.61 0.81
H 2.70 4.05 -3.42
H 0.66 1.86 -0.72
H 2.04 0.57 0.97
H -3.28 2.07 0.25
H 2.52 -1.12 0.57
H -4.11 -4.01 1.96
H 2.69 0.01 3.45
H -4.72 -2.62 1.02
H -1.23 -3.24 -1.62
H 1.23 -2.93 0.09
H 3.49 5.99 -2.19
H 0.92 -2.58 -1.60
H -0.65 -0.85 0.87
H 1.62 4.18 -2.02
H -0.20 1.59 0.86
H -3.33 -2.45 2.12
H -3.36 0.59 -0.70
H 2.14 -1.36 4.12
H 0.52 -0.20 2.68
H 1.06 -0.33 -1.45
H 4.65 4.69 -1.84
*
```

***

2.
A molecular structure, C11H26ClHfN7O14 in a non-equilibrium geometry, computed with ωB97M-V with the def2-TZVPD basis set.

Summary:
F_max = 7.2 eV/Å
Energy above the lowest of the compared OMol25 structures with the same formula, charge and spin = 0.0 kcal per mole
Kohn-Sham gap = 0.044 Ha
HOMO energy = -18.612 eV
Electronic energy = -2376.9782 Eh

The geometry in ORCA input format:
```
! wB97M-V def2-TZVPD RIJCOSX def2/J DEFGRID3
* xyz 4 1
Hf 0.64 -10.99 -15.39
Cl -0.14 -14.81 -15.88
O 5.78 -15.87 -15.06
O 0.88 -15.47 -16.64
O 4.01 -13.17 -19.99
O -0.06 -15.21 -14.52
O -0.68 -11.23 -17.38
O -1.45 -20.43 -16.23
O 4.51 -15.14 -20.56
O 0.20 -13.34 -15.90
O -1.46 -11.99 -11.72
O -1.40 -14.98 -16.51
O 5.16 -17.27 -13.60
O -0.15 -12.23 -13.39
O -2.19 -12.48 -18.26
O 0.65 -20.77 -16.07
N -6.21 -19.67 -16.50
N -6.44 -21.45 -15.25
N 4.13 -14.35 -19.73
N -1.36 -11.68 -18.37
N -0.55 -12.52 -12.22
N 5.00 -16.69 -14.65
N -0.30 -20.03 -16.15
C 0.02 -18.57 -16.16
C -5.59 -18.43 -17.01
C 3.72 -14.84 -18.42
C -6.05 -22.51 -14.28
C 3.85 -17.12 -15.46
C -7.08 -20.48 -17.12
C 0.30 -13.43 -11.40
C -4.19 -18.62 -17.56
C -7.26 -21.60 -16.31
C -0.91 -11.23 -19.74
C -5.79 -20.29 -15.38
H -6.84 -23.26 -14.28
H -0.52 -18.21 -17.03
H 1.08 -18.38 -16.24
H 4.51 -14.74 -17.67
H -5.54 -17.75 -16.14
H 0.02 -10.69 -19.63
H -4.15 -19.10 -18.53
H -5.05 -19.93 -14.68
H -1.67 -10.59 -20.18
H -6.28 -17.92 -17.68
H 3.43 -15.89 -18.47
H 3.78 -18.21 -15.43
H 2.85 -14.32 -18.03
H 2.96 -16.65 -15.04
H 0.44 -14.32 -12.00
H -0.20 -13.58 -10.45
H -6.03 -22.09 -13.28
H -5.12 -22.93 -14.64
H 4.04 -16.93 -16.51
H -3.64 -17.68 -17.60
H -7.51 -20.25 -18.09
H -0.37 -18.05 -15.28
H -7.73 -22.52 -16.62
H -3.61 -19.27 -16.90
H -0.71 -12.14 -20.28
H 1.24 -12.92 -11.19
*
```

***

3.
A molecular structure, C11H26HoN4O7 in a non-equilibrium geometry, computed with ωB97M-V with the def2-TZVPD basis set.

Summary:
F_max = 4.1 eV/Å
Kohn-Sham gap (spin up / spin down) = 0.148 / 0.151 Ha
<S²> = 6.47
HOMO energy (spin up / spin down) = -9.229 / -9.314 eV
Electronic energy = -2128.0433 Eh

The geometry in ORCA input format:
```
! wB97M-V def2-TZVPD RIJCOSX def2/J DEFGRID3
* xyz 1 5
Ho 1.01 0.17 -0.39
O 3.15 -1.71 -0.96
O 1.88 0.03 1.69
O -1.68 -1.86 0.32
O -1.94 0.32 1.36
O 1.96 3.15 -0.62
O -0.45 -0.57 -2.93
O 1.69 0.88 -2.22
N 0.96 2.48 0.13
N -0.92 1.11 0.90
N -0.46 -1.86 -0.21
N 1.88 -1.87 -1.01
C 0.17 4.69 0.96
C -2.03 3.02 2.17
C -2.09 0.38 -2.88
C 0.06 3.21 0.78
C 0.01 -3.10 -0.52
C 2.12 -4.33 -1.37
C -0.81 -4.33 -0.31
C -1.00 2.40 1.29
C 1.81 -0.65 4.00
C 1.34 -3.12 -0.96
C 1.18 -0.88 2.64
H -2.80 -0.34 -2.47
H 1.56 0.36 4.35
H -1.81 -4.26 -0.74
H 3.14 -4.30 -0.99
H -0.79 5.20 0.84
H 1.33 -1.89 2.24
H 0.13 -0.60 2.58
H 1.46 -1.34 4.76
H 1.68 1.52 -2.96
H -1.79 -0.65 0.84
H 2.14 -4.40 -2.47
H -0.56 -1.48 -3.28
H 2.89 -0.75 3.92
H 1.62 -5.23 -0.99
H 0.51 4.92 1.98
H -2.71 2.26 2.57
H -2.14 0.66 -3.92
H 1.90 0.91 2.11
H -0.91 -4.57 0.76
H 0.88 5.14 0.26
H -1.52 3.54 3.00
H -2.61 3.78 1.63
H 2.13 2.50 -1.35
H -1.64 1.09 -2.14
H -0.32 -5.18 -0.79
H 0.49 -0.25 -3.14
*
```

***

4.
A molecular structure, C11H26I3NbO4PSr in a non-equilibrium geometry, computed with ωB97M-V with the def2-TZVPD basis set.

Summary:
F_max = 5.2 eV/Å
Kohn-Sham gap = 0.186 Ha
HOMO energy = -10.723 eV
Electronic energy = -2057.3067 Eh

The geometry in ORCA input format:
```
! wB97M-V def2-TZVPD RIJCOSX def2/J DEFGRID3
* xyz 1 1
I -3.70 -0.54 2.53
I -4.31 -1.62 -0.66
I -0.10 0.58 3.74
Nb -1.05 0.46 0.17
Sr -0.24 -2.80 -2.20
P -1.65 2.01 -2.83
O 3.66 -1.04 -0.69
O -1.05 0.83 -3.71
O -1.27 3.26 -3.75
O -3.08 1.91 -2.58
C -0.47 1.72 1.93
C -2.60 -2.31 0.46
C 1.28 -1.28 -1.02
C 2.72 -1.78 -1.37
C -2.03 -1.22 1.37
C 0.74 2.62 1.74
C 4.72 -1.75 -0.06
C -2.94 -3.62 1.17
C 0.86 3.73 2.79
C -0.59 2.05 -1.40
C 1.07 -0.42 0.17
H 1.47 4.54 2.40
H 2.81 -2.86 -1.19
H -2.10 -4.30 1.12
H 1.31 3.35 3.69
H -1.89 -2.46 -0.34
H -1.33 -1.72 2.03
H 4.91 -2.70 -0.56
H 0.70 3.10 0.77
H -3.77 -4.13 0.69
H 0.66 -2.17 -0.85
H 0.85 -0.76 -1.91
H -0.12 4.12 3.03
H 2.87 -1.64 -2.44
H -2.74 1.11 0.06
H 0.41 1.82 -1.76
H -0.67 3.04 -0.97
H -3.19 -3.43 2.20
H 4.50 -1.91 0.99
H -1.27 -0.71 -1.35
H 1.63 2.00 1.81
H -0.66 0.22 -3.08
H -1.70 4.02 -3.37
H 5.61 -1.15 -0.14
H 1.33 -0.90 1.11
H -1.36 2.30 2.16
H 1.76 0.42 0.08
*
```

***

5.
A molecular structure, C11H26LiNO11P in a non-equilibrium geometry, computed with ωB97M-V with the def2-TZVPD basis set.

Summary:
F_max = 13.4 eV/Å
Energy above the lowest of the compared OMol25 structures with the same formula, charge and spin = 53.6 kcal per mole
Kohn-Sham gap = 0.154 Ha
HOMO energy = -2.201 eV
Electronic energy = -1665.8543 Eh

The geometry in ORCA input format:
```
! wB97M-V def2-TZVPD RIJCOSX def2/J DEFGRID3
* xyz -1 1
P -0.71 -0.82 1.30
O 1.36 3.14 3.74
O -1.83 -1.68 0.83
O 1.69 4.86 2.38
O -0.13 -0.09 0.09
O -1.19 0.42 1.98
O 0.74 2.93 1.50
O -1.83 3.03 -0.12
O -3.39 4.32 -0.96
O -3.33 2.06 -1.61
O 1.43 -0.69 -1.70
O 0.22 -1.53 1.99
N 1.01 -4.26 -1.11
C -0.42 -4.46 -1.14
C 0.88 -1.92 -2.06
C 1.19 3.54 2.37
C 1.65 -4.90 -2.33
C -2.83 5.42 -0.36
C -2.82 3.05 -0.82
C 1.46 -2.85 -1.01
C -2.81 0.83 -1.55
C 1.58 -4.94 0.22
C 0.96 1.69 4.03
C 1.85 5.55 1.17
Li -0.63 1.59 0.59
H 1.82 4.89 0.44
H 1.30 -4.53 1.12
H 1.49 1.03 3.29
H -3.13 6.32 -0.67
H -1.62 0.87 -1.66
H -3.01 5.52 0.65
H 1.11 -2.46 -0.04
H 1.22 -2.23 -2.91
H 1.65 -6.09 -2.17
H -3.26 0.11 -2.07
H 1.14 6.33 1.17
H 1.11 -4.90 -3.51
H 1.01 1.79 5.11
H 2.72 6.08 0.97
H -0.64 -5.49 -0.94
H 2.69 -5.06 0.19
H -2.85 0.57 -0.63
H 2.61 -3.10 -1.02
H 0.73 -0.20 -0.99
H 0.85 -5.73 0.39
H -0.26 1.57 3.60
H 2.84 -5.16 -2.44
H -1.68 5.47 -0.61
H -1.06 -3.85 -0.63
H -0.64 -4.19 -2.17
H -0.21 -1.82 -1.92
*
```

***

6.
A molecular structure, C11H26ORhSe2, computed with ωB97M-V with the def2-TZVPD basis set.

Summary:
F_max = 0.8 eV/Å
Energy above the lowest of the compared OMol25 structures with the same formula, charge and spin = 3.3 kcal per mole
Kohn-Sham gap = 0.284 Ha
HOMO energy = -11.513 eV
Electronic energy = -5423.0729 Eh

The geometry in ORCA input format:
```
! wB97M-V def2-TZVPD RIJCOSX def2/J DEFGRID3
* xyz 1 1
Rh -0.07 0.67 1.01
Se -1.44 2.89 0.75
Se 0.77 1.32 3.14
O -1.69 0.05 1.83
C 0.15 -0.11 4.30
C 2.26 0.61 0.05
C -0.72 2.55 3.53
C 1.51 -0.53 0.76
C -1.86 -0.78 -0.40
C -2.01 -1.11 1.09
C -0.34 4.03 -0.39
C 3.77 0.36 0.16
C -0.85 3.63 2.48
C -3.43 -1.54 1.43
C 1.84 0.75 -1.42
H -1.60 1.92 3.58
H 2.01 -0.97 1.62
H -3.51 -1.74 2.50
H -0.83 -0.45 -0.68
H -0.86 -0.36 4.00
H 2.12 -0.14 -1.98
H 0.20 0.24 5.33
H -0.59 3.80 -1.42
H 0.09 4.14 2.30
H -2.02 -1.66 -1.02
H -4.14 -0.75 1.17
H 1.24 -1.34 0.08
H 0.77 0.89 -1.55
H 2.07 1.57 0.56
H 4.10 0.36 1.20
H -0.59 5.07 -0.18
H 4.32 1.12 -0.38
H -3.68 -2.44 0.88
H -2.55 0.01 -0.70
H -0.52 2.98 4.51
H 4.01 -0.62 -0.27
H -1.59 4.36 2.79
H -1.31 -1.91 1.35
H 2.34 1.61 -1.88
H 0.82 -0.95 4.17
H 0.71 3.85 -0.20
*
```

***

Q: The lowest F_max belongs to which entry?
A: C11H26ORhSe2

***

Q: Which of these has the highest electronic energy?
A: C11H26LiNO11P

***

Q: Which of these has the highest electronic energy?
A: C11H26LiNO11P

***

Q: Which value of electronic energy does entry 5 give?
A: -1665.8543 Eh